# 1
65
Properties=species:S:1:pos:R:3:forces:R:3 method="wB97M-V/def2-TZVPD" orbital_gap_ev=9.9243 charge=+2 e_lumo_ha=-0.167
Be -0.033738 -0.295357 -0.057579 -0.65 0.21 -1.06
C -2.863407 -2.112594 0.018309 -1.08 0.30 0.44
O -2.128032 -1.133769 0.124601 1.65 0.41 -0.22
N -2.645314 -3.313256 0.626934 0.35 0.59 -0.33
N -4.082210 -1.999669 -0.570034 0.77 -0.34 0.00
H -1.794096 -3.344117 1.148747 -0.06 -0.27 0.07
H -3.136917 -4.135301 0.329406 0.16 -0.18 0.20
H -4.332180 -1.113856 -0.968270 -0.17 -0.07 -0.06
H -4.690069 -2.796574 -0.545924 -0.42 0.31 -0.19
C -2.067093 2.406052 -1.586723 0.78 -0.46 -0.88
O -1.675419 1.335325 -1.143259 -0.22 -0.44 0.27
N -2.941497 2.537340 -2.630308 0.33 0.92 0.80
N -1.570887 3.601234 -1.163883 0.40 0.45 0.82
H -3.310988 1.795120 -3.187060 -0.13 -0.11 0.23
H -3.234132 3.494032 -2.720836 -0.59 -0.27 -0.79
H -0.823075 3.571792 -0.498179 -0.09 -0.34 0.10
H -1.648161 4.496689 -1.612157 -0.39 -0.24 -0.40
C 0.662661 3.292989 1.181150 0.91 -0.24 0.86
O 0.611256 2.074029 1.044667 -0.03 0.21 -0.23
N -0.059515 3.949586 2.117584 0.17 -0.01 -0.53
N 1.558123 4.078726 0.514352 0.14 -0.18 -1.03
H -0.126862 4.945730 2.020103 -0.37 0.03 0.67
H -0.515698 3.367353 2.795541 -0.39 0.41 0.06
H 1.974865 3.702584 -0.322851 0.04 -0.14 0.10
H 1.754532 5.046623 0.696611 -0.29 0.01 0.26
C -0.883804 0.713045 3.350585 0.34 1.62 1.30
O -1.026707 0.152591 2.275571 0.09 -0.98 -0.51
N -1.896046 1.014896 4.220447 -0.16 -0.74 -0.64
N 0.321618 1.211077 3.773550 0.67 -0.46 -1.28
H -2.767022 0.524272 4.121923 -0.13 0.26 -0.02
H -1.799117 1.758074 4.884572 -0.06 -0.17 0.22
H 0.562441 1.712906 4.607529 -0.49 -0.18 0.25
H 1.002124 1.213688 3.026811 0.09 0.14 0.15
C 2.942852 -0.521021 2.003697 -0.49 -0.38 -0.62
O 2.409175 -0.334740 0.902911 -0.52 0.41 -0.08
N 3.929181 0.280764 2.474865 -0.14 -0.19 0.11
N 2.578835 -1.542860 2.816914 0.60 0.30 0.38
H 4.430891 0.026635 3.306657 0.13 0.23 -0.01
H 4.264593 1.028724 1.898265 0.08 -0.04 -0.01
H 3.201936 -1.767679 3.572282 -0.36 -0.28 0.20
H 1.819193 -2.153858 2.587395 0.04 0.01 -0.19
C 1.125939 -3.614817 -0.111818 2.25 -0.45 1.75
O 0.630326 -2.493195 -0.188945 -0.76 0.53 -0.20
N 2.382582 -3.921502 -0.524209 -0.27 0.37 -0.58
N 0.570508 -4.618475 0.642424 -1.12 0.94 -0.48
H 2.939814 -3.243314 -1.013424 -0.13 0.07 -0.03
H 2.789083 -4.818416 -0.332777 -0.02 -0.05 -0.13
H -0.229972 -4.268788 1.131491 -0.05 -0.59 0.30
H 1.043785 -5.428939 0.995797 0.15 0.01 -0.13
C -1.273733 -1.846371 -3.012300 0.98 -1.78 -0.76
O -0.466003 -1.232809 -2.328044 -0.41 0.93 0.52
N -1.515173 -3.188273 -2.794150 0.13 1.07 0.94
N -1.792539 -1.382294 -4.177280 -0.60 1.14 0.01
H -0.906549 -3.497439 -2.053586 -0.14 -0.64 -0.18
H -1.826123 -3.801941 -3.524310 0.08 -0.11 0.04
H -1.884932 -0.376769 -4.185018 0.15 -0.03 -0.24
H -2.572336 -1.861012 -4.598740 0.01 -0.09 0.06
C 1.996799 1.513431 -2.107246 0.12 -0.76 -0.86
O 1.087005 1.089918 -1.402373 -0.74 -0.94 0.99
N 3.181510 1.963356 -1.619545 -0.47 0.18 0.10
N 1.847271 1.539949 -3.463679 -0.11 0.26 1.08
H 3.395088 1.670473 -0.680781 0.18 -0.01 -0.03
H 3.888127 2.246023 -2.274352 0.30 -0.05 0.29
H 0.979304 1.120296 -3.748735 0.18 -0.03 -0.51
H 2.637928 1.683686 -4.063320 -0.23 -0.09 -0.33

# 2
15
Properties=species:S:1:pos:R:3:forces:R:3 method="wB97M-V/def2-TZVPD" orbital_gap_ev=10.4357 e_lumo_ha=0.035 smiles=NC(CO)CO
C -0.257440 -0.672714 -1.253634 -0.09 0.47 0.34
O -0.272546 -2.100885 -1.013109 -1.19 0.51 -1.13
C -0.096082 -0.067133 0.132797 1.03 -0.57 0.98
C 0.661730 1.231257 0.308985 0.70 -0.08 -0.55
O 1.628837 1.093968 1.386991 -0.98 0.13 -0.31
N -1.330848 -0.054856 0.950539 0.39 -0.47 -0.49
H 0.575747 -0.424188 -1.909185 0.39 0.00 0.21
H -1.127436 -0.251012 -1.779458 -0.27 -0.61 0.28
H -0.918437 -2.469537 -1.643713 0.52 -0.02 0.45
H 0.610467 -0.788086 0.573861 0.02 -0.01 0.03
H -0.034931 2.043637 0.529260 0.07 0.09 -0.16
H 1.291633 1.439586 -0.569787 -0.61 0.16 -0.16
H 1.945637 1.995088 1.457817 0.45 0.09 0.48
H -1.672680 -1.014738 0.919211 -0.22 0.13 -0.01
H -1.003652 0.039613 1.909423 -0.19 0.19 0.02

# 3
64
Properties=species:S:1:pos:R:3:forces:R:3 method="wB97M-V/def2-TZVPD" orbital_gap_ev=3.7143 e_lumo_ha=-0.040
P -2.245834 1.870380 -1.591251 0.47 1.44 -0.47
P 1.237081 0.111947 -2.271261 -1.02 1.73 0.43
C -0.969708 1.823759 -2.891130 -0.27 0.63 -0.59
C -0.332933 0.458855 -3.146958 0.30 -0.73 -1.15
H -0.238767 2.603591 -2.639552 -0.27 -0.43 0.03
H -1.459411 2.176818 -3.811602 -0.03 -0.29 0.02
H -1.031740 -0.364642 -2.937990 0.12 0.20 -0.13
H -0.091522 0.400111 -4.218315 -0.22 -0.08 0.05
C 2.491719 0.885038 -3.318038 0.20 -0.40 -0.52
H 3.490529 0.558148 -3.010232 -0.11 0.08 0.00
H 2.451759 1.977602 -3.235450 -0.15 -0.26 0.15
H 2.334334 0.603515 -4.365402 0.18 0.06 0.06
C 1.550037 -1.662765 -2.236660 0.51 -0.81 -1.33
H 2.186007 -1.931570 -3.094805 -0.04 -0.24 0.24
H 0.619438 -2.234148 -2.384852 0.24 0.23 0.00
H 2.104856 -1.953488 -1.326994 -0.14 0.19 -0.29
C -2.763408 3.606178 -1.521458 -0.41 0.11 -0.50
H -3.383325 3.764142 -0.630314 0.27 -0.17 -0.02
H -3.363804 3.858628 -2.407196 0.21 -0.05 0.12
H -1.901871 4.286851 -1.463599 -0.24 -0.42 0.04
C -3.637385 0.930330 -2.261982 -0.40 0.01 -0.42
H -3.301361 0.063578 -2.850019 -0.06 0.23 0.27
H -4.206071 1.593358 -2.928927 0.02 -0.28 0.11
H -4.296103 0.587881 -1.454595 0.18 0.08 -0.15
Sr 0.103296 -2.939931 -0.001090 -0.38 0.20 2.67
C 1.338261 1.440322 -0.638336 0.43 1.54 2.59
C 0.859092 2.779725 -0.720953 1.47 -2.06 -1.35
C 0.305181 3.648910 0.313276 -1.88 0.62 1.58
C -0.471187 3.075354 1.558657 1.19 1.56 -0.37
C -1.664060 2.331303 1.237323 -1.79 -1.03 -0.84
C -1.847953 1.390225 0.148527 0.60 -2.02 2.35
C -0.794063 0.194824 0.076676 -0.63 0.21 0.42
C 0.653941 0.539540 0.420044 0.48 0.30 -0.22
C -1.736615 -2.671691 1.835864 0.18 -0.28 -0.78
H 2.450031 1.348299 -0.598868 -0.49 -0.28 -0.47
H 1.240719 3.354739 -1.568452 0.59 0.11 0.19
H -0.406085 4.329731 -0.175217 -0.03 0.25 0.25
H 1.077822 4.312517 0.727250 0.23 -0.13 -0.15
H 0.233034 2.572136 2.239881 0.26 0.02 -0.03
H -0.818136 3.954245 2.132107 0.43 -0.09 -0.14
H -2.511173 2.441228 1.905563 -0.06 -0.01 -0.17
H -2.816344 0.880317 0.368428 0.33 0.23 -0.16
H -0.848707 -0.265699 -0.932634 0.04 -0.14 0.01
H -1.156605 -0.589862 0.765962 0.10 0.43 -0.04
H 0.699272 1.018144 1.399127 -0.10 -0.17 -0.27
H 1.246369 -0.388606 0.551582 -0.12 0.18 -0.08
H -2.402766 -3.467138 1.455279 -0.35 0.06 0.42
H -2.340593 -1.794121 2.106538 -0.01 -0.25 -0.15
H -1.239867 -3.038176 2.749786 -0.09 0.05 -0.34
C 1.567097 -0.697855 3.283950 -0.05 0.64 0.12
C 1.793859 -2.150206 3.234123 0.20 -1.99 0.55
C 2.314329 -2.960462 4.265857 -0.40 0.80 -0.93
C 2.241229 -4.293053 3.809590 -0.51 -0.21 -1.12
C 1.667719 -4.247177 2.520656 0.69 0.77 1.28
C 1.272524 -5.378962 1.632584 0.03 -0.14 0.20
N 1.409026 -2.941577 2.167007 0.33 0.11 -0.23
H 2.224895 -0.186495 2.572972 -0.18 0.22 0.09
H 1.798359 -0.313631 4.285961 0.00 -0.11 -0.23
H 0.514195 -0.442512 3.077539 0.33 -0.02 -0.06
H 2.696141 -2.578885 5.209311 -0.11 -0.21 -0.17
H 2.547629 -5.192727 4.323529 -0.02 0.01 0.05
H 1.674992 -6.310625 2.051415 -0.18 0.14 -0.27
H 0.167886 -5.499463 1.586904 0.34 -0.01 -0.19
H 1.714741 -5.276800 0.620866 -0.21 -0.16 0.03

# 4
12
Properties=species:S:1:pos:R:3:forces:R:3 method="wB97M-V/def2-TZVPD" orbital_gap_ev="6.5113 / 6.5124" charge=-1 e_lumo_ha="0.152 / 0.152"
C -2.438294 -0.539412 0.528626 -1.56 1.16 -1.33
C -1.510550 -0.772696 -0.367627 2.21 -1.29 -0.02
C 1.561083 1.140665 0.064544 -0.13 2.17 2.20
O 2.177292 -1.417442 -1.237443 -1.14 -0.25 1.91
O 1.673345 0.006896 0.837736 -0.29 -1.67 0.26
P 1.498322 -1.504016 0.129114 0.25 1.23 -1.80
H -3.400866 0.000368 0.321563 0.34 -0.56 0.04
H -2.324653 -0.870697 1.498850 0.29 -0.26 2.39
H -1.764399 -0.646385 -1.396713 -0.18 0.76 -0.98
H 2.486148 1.582139 -0.172424 1.63 0.27 -0.36
H 1.015874 1.952119 0.589209 0.13 -0.53 0.41
H 1.026696 1.068463 -0.795438 -1.56 -1.04 -2.73

ΔE to the lowest compared entry with this formula, charge and spin
In order: 295.7 181.2 0.0 355.8
Unit: kJ/mol